Here is a structure of composition C7H13N2 from the OMol25 dataset. Energies are from the ωB97M-V functional and the def2-TZVPD basis.

Geometry as XYZ:
```
22
Properties=species:S:1:pos:R:3:forces:R:3:mulliken_charge:R:1
C -2.982865 0.803676 -0.471690 0.28 0.02 -0.88 -0.68
C -2.546215 0.453491 0.748825 0.82 -0.43 -0.26 -0.50
C 0.858717 0.249640 1.213765 -0.10 -0.51 0.21 -0.84
C -1.819514 0.108647 -1.065950 -0.88 1.06 -0.90 -0.20
C 1.374950 1.263766 0.334780 -0.66 -0.17 -0.36 -0.64
C -0.237963 -0.858208 0.643798 0.56 0.14 0.01 0.51
C 0.398498 -1.785948 -0.380559 -0.20 0.03 0.31 -1.67
N -1.384839 -0.264226 0.134914 -0.24 -0.51 1.86 0.05
N 2.413112 0.897996 -0.657915 0.19 0.13 0.00 -0.22
H -3.815142 1.324393 -0.888744 -0.26 0.14 0.02 0.46
H -2.774184 0.546056 1.785129 -0.15 0.01 0.41 0.47
H 1.650949 -0.386361 1.611250 0.12 -0.02 0.17 0.44
H 0.350153 0.729056 2.048089 0.05 0.03 0.02 0.35
H -1.423074 -0.106224 -2.035153 0.08 -0.15 -0.29 0.47
H 0.770008 2.095441 0.022418 0.08 0.31 -0.09 0.38
H -0.501481 -1.415007 1.547658 0.10 0.06 -0.03 0.36
H 0.653104 -1.258235 -1.295600 0.05 0.09 -0.21 0.37
H -0.306215 -2.573710 -0.639703 0.01 -0.03 -0.08 0.39
H 1.285895 -2.260159 0.026975 0.17 -0.05 0.04 0.41
H 2.090515 0.999794 -1.632716 0.12 -0.14 0.32 0.37
H 2.709895 -0.073167 -0.503650 0.02 0.22 -0.17 0.34
H 3.235692 1.509285 -0.545913 -0.14 -0.24 -0.10 0.39
```
Forces are in eV/Å.

HOMO-LUMO gap (alpha / beta) ... 5.50 / 7.96 eV
Energy relative to the best compared isomer or geometry (same formula, charge and spin) ... 6.3180 eV
2S+1 ... 1
Charge ... +1



Here is the ion C7H13N2O with charge +1 from the OMol25 dataset. Energies are from the ωB97M-V functional and the def2-TZVPD basis.

Geometry as XYZ:
```
23
Properties=species:S:1:pos:R:3:forces:R:3:mulliken_charge:R:1
C -2.901004 0.730725 0.258757 0.13 -0.43 1.85 -1.01
N -1.705818 0.056108 -0.169756 -0.54 0.57 -1.14 0.08
C -0.712231 0.675859 -0.997524 0.60 -5.15 1.57 -0.36
C 0.251162 1.478618 -0.299817 1.98 -1.04 0.70 -0.63
C 0.983051 0.656333 0.819429 1.54 1.35 0.44 -0.68
N 1.214151 -0.744935 0.325568 0.23 -2.67 2.30 -0.03
C 2.561355 -0.933051 -0.279277 1.39 -1.01 -0.17 -0.85
C 0.113052 -1.232450 -0.520260 -2.72 5.64 0.61 -0.71
C -1.293203 -1.186533 0.129543 1.30 0.81 0.77 0.53
O -1.774373 -1.964848 0.892915 -0.45 -1.06 0.30 -0.57
H -2.740158 1.173936 1.281001 -0.35 -0.05 -1.10 0.31
H -3.256020 1.403626 -0.479044 0.11 1.06 -0.56 0.40
H -3.700091 0.020885 0.334819 -0.34 -0.65 0.32 0.37
H -0.775054 0.529112 -2.041746 -0.36 0.76 -1.07 0.55
H -0.049608 2.402155 0.108877 -0.62 1.16 0.48 0.47
H 1.005877 1.646167 -1.022872 0.96 0.85 -0.73 0.29
H 1.982024 1.167124 1.090577 -1.21 -1.01 -0.92 0.39
H 0.581696 0.587584 1.812581 -1.21 -0.03 0.13 0.41
H 1.189869 -1.446818 1.167098 0.07 1.81 -1.32 0.45
H 2.632454 -0.183082 -1.099484 0.33 -0.99 0.43 0.36
H 3.420451 -0.876506 0.457216 -1.36 0.86 -0.47 0.34
H 2.686940 -2.022541 -0.538701 -0.57 1.24 -0.62 0.35
H 0.285470 -1.937465 -1.229901 1.10 -2.04 -1.81 0.56
```
Forces are in eV/Å.

HOMO-LUMO gap ... 9.70 eV
Energy relative to the best compared isomer or geometry (same formula, charge and spin) ... 4.3013 eV
2S+1 ... 1
Charge ... +1